1.
{"formula": "C28H36N3O3Ru", "method": "ωB97M-V/def2-TZVPD", "largest_force_ev_per_a": 3.03, "e_tot_ha": -1572.75212, "charge": 2, "e_above_lowest_kj_mol": 342.80, "spin_multiplicity": 2, "lumo_ev": [-8.003, -7.850], "gap_ev": [4.70, 4.67], "symbols": ["H", "H", "H", "C", "H", "C", "H", "C", "C", "H", "H", "C", "H", "H", "C", "H", "C", "C", "H", "O", "H", "H", "H", "H", "C", "N", "C", "H", "H", "H", "H", "C", "C", "C", "C", "C", "H", "C", "H", "C", "H", "N", "H", "H", "C", "H", "N", "H", "H", "C", "C", "H", "O", "C", "Ru", "H", "H", "C", "H", "C", "H", "H", "C", "H", "C", "O", "H", "C", "C", "H", "C"], "coordinates": [[-2.635, 0.699, -2.589], [-2.225, 4.949, -0.388], [-4.719, -3.144, -2.702], [-6.039, -3.109, -0.995], [0.270, 0.288, 3.733], [-2.357, 3.900, -0.162], [-5.630, 1.048, -1.454], [-2.083, 1.132, -1.756], [-1.360, 3.299, 0.622], [2.808, 1.786, -1.847], [3.213, 1.549, 0.487], [-5.450, -3.782, -2.201], [-1.079, -0.316, 2.766], [-7.552, -1.401, 2.164], [0.336, -2.640, -2.295], [-6.031, 2.548, -0.628], [-7.415, -3.030, -0.805], [-0.211, 0.341, 2.754], [-1.905, 2.184, -1.950], [0.674, -0.236, 1.783], [0.207, 2.466, 2.579], [-0.248, -4.609, 2.704], [-4.557, -0.319, -0.235], [-0.571, -2.817, -2.873], [-3.620, 3.339, -0.447], [-3.561, -0.338, -0.395], [0.951, -4.587, 0.917], [0.540, -1.559, -2.358], [2.661, -0.578, 1.554], [1.950, -4.372, -0.961], [1.180, 2.471, -1.567], [-0.131, -4.202, 1.709], [-1.314, 2.038, 1.145], [-7.132, -1.865, 1.282], [-0.905, -2.788, -0.077], [-5.426, 1.648, -0.563], [1.169, -3.134, -2.789], [-5.758, -1.945, 1.127], [-4.950, -4.716, -1.932], [1.755, 1.552, -1.693], [-1.335, 2.041, 3.251], [-3.801, -2.615, -0.155], [-5.792, 1.095, 0.310], [-1.085, 0.645, -1.770], [-0.625, 1.771, 2.459], [-1.880, -2.970, 1.837], [-1.701, -1.705, -0.542], [-4.408, 4.054, -0.658], [-5.093, -1.565, 1.895], [0.192, -3.154, -0.882], [1.110, -4.064, -0.352], [-6.227, -4.028, -2.921], [-2.015, 0.936, 0.708], [-3.977, 2.028, -0.435], [-0.201, -0.463, -0.297], [2.276, 0.697, 2.728], [-8.071, -3.461, -1.551], [-1.047, -3.293, 1.225], [-0.605, 3.968, 1.022], [-3.005, -1.560, -0.342], [1.669, -5.300, 1.298], [1.612, 2.231, 0.872], [-2.902, 0.949, -0.472], [-3.372, -3.524, -0.266], [2.015, 0.276, 1.756], [1.618, 0.717, -0.531], [1.386, 0.986, -2.545], [2.161, 1.311, 0.657], [-7.959, -2.410, 0.310], [-9.033, -2.363, 0.426], [-5.227, -2.548, -0.009]], "forces_ev_per_a": [[-0.1, 0.1, 0.0], [0.0, 0.1, 0.0], [0.0, 0.0, 0.0], [0.0, 0.1, 0.0], [0.0, 0.1, 0.0], [0.8, -0.7, 1.0], [0.1, 0.0, 0.0], [0.0, 0.0, 0.0], [-0.4, 1.6, -1.2], [0.0, 0.0, 0.0], [0.0, 0.0, 0.1], [0.0, 0.0, 0.0], [0.0, 0.0, 0.0], [0.0, 0.0, 0.0], [0.0, 0.0, -0.1], [0.0, 0.0, 0.0], [0.0, 0.0, 0.0], [0.2, -0.4, -0.3], [0.0, 0.0, -0.1], [-0.3, 0.1, 0.3], [0.0, 0.0, -0.1], [0.0, 0.0, 0.0], [0.1, -0.1, 0.0], [0.0, 0.0, 0.0], [-0.4, -0.2, -0.1], [-0.4, 0.8, 0.0], [0.0, 0.0, 0.1], [0.0, -0.1, 0.0], [0.0, 0.0, 0.0], [0.0, 0.0, 0.0], [0.0, 0.0, 0.0], [0.1, 0.0, 0.0], [-1.1, -2.8, 0.1], [0.0, 0.0, 0.0], [-0.1, -0.1, 0.0], [0.0, 0.2, 0.0], [0.0, 0.0, 0.0], [0.0, 0.0, 0.0], [0.0, 0.0, 0.0], [0.0, -0.2, 0.2], [-0.1, 0.1, -0.1], [-0.3, 0.0, 0.0], [0.1, 0.0, 0.0], [-0.1, -0.1, 0.1], [0.1, 0.1, 0.0], [0.0, 0.0, 0.0], [-0.9, -0.3, 0.7], [0.0, 0.0, 0.0], [0.0, 0.0, 0.0], [-0.2, 0.0, 0.1], [-0.1, 0.0, 0.0], [0.0, 0.0, 0.0], [0.9, 2.1, 1.0], [0.2, 0.0, 0.1], [0.5, 1.3, -0.3], [0.0, 0.0, 0.0], [0.0, 0.0, 0.0], [-0.1, -0.1, -0.2], [0.0, 0.0, -0.1], [1.4, -0.8, -0.3], [0.0, 0.0, 0.0], [0.0, 0.1, 0.0], [-0.3, -0.6, -0.8], [0.1, 0.0, 0.0], [0.0, 0.1, -0.1], [0.4, 0.1, 0.0], [0.0, 0.0, 0.0], [-0.1, -0.3, -0.2], [0.0, 0.0, 0.0], [0.0, 0.0, 0.0], [0.0, 0.0, 0.0]], "lowdin_spin": [0.000, 0.001, 0.000, 0.000, 0.001, 0.029, 0.001, -0.003, -0.003, 0.000, 0.000, 0.000, 0.000, 0.000, 0.000, 0.000, 0.000, 0.002, 0.000, 0.025, 0.000, 0.000, 0.000, 0.000, 0.000, 0.002, 0.006, 0.000, 0.000, 0.000, 0.000, 0.006, 0.029, 0.000, 0.009, 0.003, 0.000, 0.000, 0.000, -0.001, 0.002, 0.005, 0.001, 0.002, 0.003, 0.000, 0.005, 0.000, 0.000, 0.014, 0.004, 0.000, 0.002, 0.015, 0.823, 0.001, 0.000, 0.003, 0.000, 0.005, 0.000, 0.000, 0.005, 0.000, 0.001, 0.000, -0.001, 0.001, 0.000, 0.000, 0.000]}

2.
{"formula": "C3H5N4O", "method": "ωB97M-V/def2-TZVPD", "largest_force_ev_per_a": 9.24, "e_tot_ha": -410.91779, "charge": 1, "e_above_lowest_kj_mol": 606.87, "spin_multiplicity": 3, "lumo_ev": [-4.740, -5.253], "gap_ev": [6.56, 8.11], "symbols": ["H", "N", "C", "O", "H", "C", "H", "N", "N", "N", "H", "C", "H"], "coordinates": [[-2.418, -1.430, -0.996], [-1.273, -0.683, 1.071], [-1.024, -0.225, -0.086], [3.257, -0.089, 0.372], [-1.600, -1.578, 1.352], [0.370, 1.967, -0.298], [-1.465, -0.608, -2.113], [2.657, 0.846, 0.643], [3.507, -1.134, -0.037], [-1.573, -0.883, -1.115], [-1.027, 0.008, 1.760], [-0.327, 0.988, -0.335], [0.918, 2.820, -0.218]], "forces_ev_per_a": [[0.4, -0.2, 0.4], [0.8, 1.5, 3.2], [-1.4, -0.4, -4.6], [6.4, 0.9, 2.0], [-0.4, -0.6, -0.2], [-1.8, -2.3, -0.1], [0.3, 0.0, 1.4], [-6.1, 6.7, 1.6], [0.0, -7.7, -3.5], [0.0, 0.4, -1.9], [0.0, -0.5, 1.0], [0.5, 0.1, 0.7], [1.3, 1.9, 0.0]], "nbo_charge": [0.424, -0.676, 0.504, -0.026, 0.447, 0.079, 0.442, -0.014, 0.060, -0.719, 0.434, -0.203, 0.249]}

3.
{"formula": "C4H6N3O3", "method": "ωB97M-V/def2-TZVPD", "largest_force_ev_per_a": 5.09, "e_tot_ha": -545.74091, "charge": -1, "e_above_lowest_kj_mol": 755.39, "lumo_ev": [3.716, 3.715], "gap_ev": [6.90, 6.91], "symbols": ["C", "O", "N", "O", "H", "C", "H", "H", "C", "H", "H", "O", "N", "H", "N", "C"], "coordinates": [[0.342, 1.048, 0.270], [1.758, 3.257, 1.506], [0.587, 2.888, 1.746], [0.085, 0.806, -0.982], [-0.094, -0.903, -2.346], [0.490, -0.485, -1.376], [-1.787, -0.631, -0.019], [-1.560, -2.315, 0.712], [-1.321, -1.606, -0.222], [0.585, -2.526, -0.617], [1.574, -0.435, -1.720], [-0.121, 3.342, 2.656], [0.058, 2.138, 0.798], [-1.609, -2.075, -1.147], [0.737, -1.046, 0.994], [0.279, -1.456, -0.253]], "forces_ev_per_a": [[1.7, -4.2, 2.3], [-0.8, -0.2, 1.0], [1.1, 0.6, -0.2], [-0.8, 0.6, -1.1], [0.9, 1.6, 2.2], [1.3, -1.8, -3.2], [0.0, -0.4, -0.3], [0.4, 1.5, -2.1], [0.6, -1.5, 2.6], [0.3, 1.6, 0.7], [-1.1, 0.1, 0.6], [0.6, -0.7, -0.7], [-1.6, 1.6, -0.5], [-0.8, -0.2, -0.4], [0.9, 2.9, -0.5], [-2.7, -1.4, -0.1]], "nbo_charge": [0.605, -0.460, 0.625, -0.510, 0.171, -0.059, 0.204, 0.197, -0.652, 0.174, 0.177, -0.442, -0.438, 0.165, -0.588, -0.170]}

4.
{"formula": "C12H19Cl2N3OPb", "method": "ωB97M-V/def2-TZVPD", "largest_force_ev_per_a": 5.17, "e_tot_ha": -1821.29274, "e_above_lowest_kj_mol": 40.22, "lumo_ev": [0.104, 0.049], "gap_ev": [7.51, 6.46], "symbols": ["C", "H", "H", "H", "H", "H", "N", "H", "H", "H", "H", "C", "H", "C", "H", "C", "H", "O", "H", "H", "H", "C", "Cl", "H", "C", "H", "N", "C", "C", "Pb", "N", "Cl", "C", "H", "C", "H", "C", "C"], "coordinates": [[0.804, -2.406, 4.059], [-0.723, 2.513, 0.832], [4.258, -1.642, 1.508], [1.254, -0.289, -3.672], [-2.884, 0.705, -4.128], [-1.328, -1.144, 4.844], [0.216, 0.303, 1.606], [-1.139, -1.136, -4.386], [-2.319, 0.961, 3.746], [5.148, -1.302, -0.117], [1.650, -2.049, 4.661], [0.330, -0.216, -3.080], [0.084, -2.894, 4.722], [-0.892, -0.128, -4.032], [-2.619, 2.245, -2.156], [-0.940, -0.679, 3.941], [-1.047, 1.139, -0.765], [1.638, -1.487, 1.694], [1.180, -3.111, 3.316], [-1.434, 2.561, -3.440], [0.267, -1.189, -2.561], [0.690, -0.817, 2.190], [-0.031, 3.280, -0.998], [1.481, 1.205, -1.851], [-2.110, 0.519, -3.373], [-0.598, 0.467, -4.906], [-1.168, 2.136, 1.686], [-1.454, 0.437, 3.355], [-1.748, 1.831, -2.681], [2.496, -0.527, -0.372], [0.149, -1.278, 3.389], [1.852, -2.728, -1.510], [0.472, 0.857, -2.087], [-2.533, -0.172, -2.635], [4.219, -1.230, 0.489], [-1.866, 2.698, 2.156], [-0.789, 0.955, 2.208], [-0.570, 1.615, -1.651]], "forces_ev_per_a": [[0.1, -0.1, 0.1], [-0.2, -0.3, 0.8], [0.3, 0.2, -0.5], [-0.2, -0.1, 0.1], [0.1, 0.0, 0.2], [0.0, 0.2, -0.2], [-0.6, 0.2, 0.8], [0.1, 0.2, 0.0], [0.1, -0.2, 0.1], [-0.4, 0.0, 0.7], [-0.2, -0.1, -0.2], [-0.4, -1.0, -0.6], [0.1, 0.1, -0.2], [0.4, 0.3, 0.1], [0.3, 0.0, -0.1], [0.2, 0.5, -0.6], [0.0, 0.4, 0.0], [-1.1, 1.0, 0.5], [-0.2, 0.2, 0.1], [0.1, -0.1, 0.2], [0.0, 0.2, -0.1], [0.8, -0.7, -0.6], [-0.1, -0.4, -0.5], [-0.8, 0.0, -0.4], [0.1, -0.2, 0.1], [-0.1, 0.0, 0.0], [0.0, -0.1, -0.1], [-0.2, -0.2, 0.7], [0.5, 0.2, 0.2], [-1.8, 0.5, -0.4], [-0.1, -0.2, 0.2], [0.1, -0.3, 0.1], [3.9, -0.5, -2.0], [0.0, 0.0, 0.0], [3.1, -1.4, 1.0], [0.2, -0.2, -0.2], [0.6, 0.1, -0.7], [-4.6, 2.0, 1.3]], "nbo_charge": [-0.407, 0.427, 0.185, 0.227, 0.215, 0.223, -0.577, 0.215, 0.230, 0.173, 0.212, -0.494, 0.204, -0.388, 0.211, 0.115, 0.209, -0.689, 0.256, 0.208, 0.261, 0.765, -0.126, 0.220, -0.405, 0.194, -0.775, -0.375, -0.404, 1.112, -0.394, -0.647, -0.182, 0.195, -0.876, 0.398, 0.463, -0.177]}

5.
{"formula": "CH5PS", "method": "ωB97M-V/def2-TZVPD", "largest_force_ev_per_a": 3.47, "e_tot_ha": -780.60726, "e_above_lowest_kj_mol": 40.08, "smiles": "C[PH2]=S", "lumo_ev": 0.754, "gap_ev": 9.66, "symbols": ["S", "C", "H", "H", "H", "P", "H", "H"], "coordinates": [[1.306, -2.834, 0.628], [0.035, 0.500, 0.508], [-0.712, 0.610, 1.294], [-0.321, 1.278, -0.079], [1.143, -0.756, -1.369], [0.502, -1.205, -0.185], [0.948, 0.905, 1.007], [-0.660, -1.492, -0.923]], "forces_ev_per_a": [[-0.5, 1.5, 0.0], [1.8, -1.1, 2.8], [-0.1, -1.2, 0.4], [-0.2, 0.8, -2.5], [0.4, 0.0, 0.5], [-0.7, 0.4, -1.2], [-0.4, -0.4, -0.4], [-0.3, -0.2, 0.4]], "nbo_charge": [-0.527, -0.943, 0.251, 0.250, -0.034, 0.804, 0.241, -0.042]}

6.
{"formula": "C8H24IrOP2", "method": "ωB97M-V/def2-TZVPD", "largest_force_ev_per_a": 5.56, "e_tot_ha": -1180.46184, "charge": 2, "spin_multiplicity": 6, "lumo_ev": [-7.040, -12.194], "gap_ev": [5.17, 6.56], "symbols": ["H", "C", "C", "P", "H", "H", "H", "H", "H", "H", "H", "C", "Ir", "H", "C", "H", "H", "C", "O", "C", "H", "H", "H", "H", "H", "H", "H", "H", "H", "H", "P", "H", "H", "H", "C", "C"], "coordinates": [[0.626, 0.945, -0.219], [2.790, -0.204, -1.576], [1.821, -2.758, -0.879], [1.209, -1.095, -1.371], [-3.189, 1.647, 1.306], [2.604, 0.801, -1.971], [3.295, -0.131, -0.604], [1.001, -3.482, -0.809], [0.191, -1.294, 1.155], [1.484, -1.796, -3.681], [-1.614, -2.146, -1.531], [0.669, -1.331, -3.109], [-0.535, -0.183, -0.043], [2.323, -2.677, 0.094], [-1.425, -2.049, -0.454], [-0.794, -2.866, -0.086], [-0.328, -0.804, 1.663], [-1.868, 0.555, -1.173], [-2.671, 0.967, -1.903], [-2.373, 2.376, 1.255], [-1.679, 0.244, 3.354], [2.552, -3.106, -1.624], [-2.502, 3.123, 2.048], [0.032, 3.621, 2.392], [-2.403, 2.872, 0.278], [-1.157, 1.880, 3.855], [-2.391, -2.082, 0.066], [3.422, -0.765, -2.279], [0.059, 0.599, 3.576], [1.392, 2.546, 1.935], [-0.768, 1.536, 1.496], [0.440, -0.351, -3.546], [-0.223, -1.966, -3.158], [0.504, 3.442, 0.673], [0.407, 2.922, 1.632], [-0.901, 1.007, 3.240]], "forces_ev_per_a": [[0.0, -0.1, -0.2], [-0.4, 0.5, 0.4], [-0.4, 0.2, 0.5], [2.5, -1.6, -1.4], [0.1, 0.2, 0.0], [0.1, -0.2, 0.1], [0.0, 0.0, -0.2], [0.3, 0.1, -0.1], [-0.6, -0.5, 1.9], [0.0, 0.1, 0.4], [0.4, 0.7, 0.1], [-0.8, 0.5, 0.2], [3.8, 1.7, -2.9], [-0.1, -0.1, -0.2], [-1.3, -4.1, 0.2], [-0.3, 0.1, 0.0], [1.1, -1.7, 0.5], [-1.3, -0.3, -0.9], [-2.2, 1.7, -1.9], [-0.3, -0.3, -0.8], [0.1, 0.1, 0.1], [-0.3, 0.2, 0.1], [0.2, -0.2, 0.0], [0.0, -0.2, -0.2], [0.0, -0.1, 0.2], [0.1, -0.2, -0.2], [0.1, 0.5, 0.3], [-0.3, 0.1, 0.2], [-0.1, 0.0, 0.1], [-0.2, 0.1, 0.0], [-1.1, 3.3, 4.3], [0.0, -0.2, 0.0], [0.2, 0.2, -0.1], [0.0, 0.0, 0.2], [0.5, -0.2, -0.6], [0.2, -0.2, -0.1]], "lowdin_spin": [0.148, 0.029, 0.033, 0.202, 0.001, 0.002, 0.000, 0.000, 0.114, 0.011, 0.043, 0.061, 1.742, 0.001, 0.557, 0.020, 0.123, 0.716, 0.535, 0.080, 0.002, 0.007, 0.015, 0.013, 0.003, 0.010, 0.054, 0.007, 0.002, 0.000, 0.349, 0.001, 0.001, 0.001, 0.059, 0.057]}